(1)
Below is an isolated molecule of C3H5NO2, with properties calculated with ωB97M-V/def2-TZVPD.

```
11
Properties=species:S:1:pos:R:3:nbo_charge:R:1
N 1.63 -0.98 -0.93 -0.824
C 0.75 -0.47 -0.11 0.148
C -0.59 -0.94 0.16 0.360
O -1.51 -0.07 0.30 -0.424
C -0.85 1.28 -0.04 0.237
O 0.47 1.10 0.07 -0.587
H 2.57 -0.72 -0.63 0.338
H -0.82 -1.96 0.45 0.222
H 0.84 -0.71 1.05 0.205
H -1.22 1.51 -1.05 0.154
H -1.27 1.95 0.72 0.171
```

The calculation puts the energy above the lowest of the compared OMol25 structures with the same formula, charge and spin at 115.6 kcal/mol. The multiplicity is 1. Its frontier orbital gap is 8.081 eV. The calculation puts the energy at -8772.6829 eV.

***

(2)
Below is a cluster of 13 separate species, C5H35NO12 in total at a distorted geometry, with properties calculated with ωB97M-V/def2-TZVPD.

```
53
Properties=species:S:1:pos:R:3:nbo_charge:R:1
C 0.43 -2.70 1.26 -0.422
N 0.43 -1.31 0.69 -0.646
C 1.00 -1.12 -0.68 -0.256
C 0.28 1.92 -3.09 -0.678
C 0.90 0.90 -2.19 -0.142
C 0.28 0.02 -1.44 -0.278
H 1.34 -2.93 1.68 0.182
H 0.43 -3.67 0.56 0.153
H -0.42 -2.86 1.84 0.223
H -0.49 -1.00 0.64 0.364
H 2.04 -0.92 -0.57 0.218
H 1.01 -2.16 -1.24 0.145
H 0.17 2.80 -2.40 0.222
H -0.75 1.67 -3.40 0.249
H 1.11 2.22 -3.68 0.220
H 1.95 0.81 -2.52 0.189
H -0.75 0.02 -1.28 0.235
H -2.14 0.87 2.82 0.481
H -0.93 -0.02 3.19 0.488
O -1.89 -0.14 2.91 -0.964
H -1.65 3.29 -0.58 0.477
H -2.69 2.68 -1.45 0.476
O -2.36 2.69 -0.53 -0.962
H -2.20 -3.19 -1.25 0.514
H -3.60 -3.19 -0.84 0.469
O -2.88 -2.65 -0.68 -1.000
H 1.59 1.99 0.97 0.491
H 2.62 3.02 1.15 0.483
O 2.45 2.12 1.40 -0.963
H -0.34 4.84 -0.35 0.483
H 0.70 4.15 -1.20 0.479
O -0.22 4.41 -1.15 -0.941
H 2.72 -2.95 0.59 0.466
H 3.53 -1.57 0.95 0.493
O 3.56 -2.43 0.49 -0.990
H 1.46 -0.72 3.01 0.474
H 2.61 -0.19 3.83 0.487
O 1.68 -0.43 3.87 -0.962
H -0.44 2.14 0.71 0.505
H 0.21 2.55 2.04 0.468
O 0.00 2.90 1.27 -0.958
H -2.82 -1.04 -1.62 0.479
H -3.46 0.35 -1.08 0.513
O -2.82 -0.11 -1.80 -1.011
H -3.22 -0.71 1.33 0.490
H -3.79 -1.31 0.06 0.475
O -3.86 -0.59 0.62 -0.967
H 4.51 -0.06 1.17 0.483
H 3.18 0.69 1.54 0.493
O 3.67 -0.04 1.73 -0.971
H -0.45 -3.75 -2.63 0.490
H -0.64 -2.24 -2.16 0.505
O -1.11 -3.05 -2.51 -0.950
```

The calculation puts the energy above the lowest of the compared OMol25 structures with the same formula, charge and spin at 136.7 kcal/mol. The multiplicity is 1. Its frontier orbital gap is 9.314 eV. The calculation puts the energy at -31809.7849 eV.

***

(3)
Below is an isolated molecule of C7H8 at a distorted geometry, with properties calculated with ωB97M-V/def2-TZVPD.

```
15
Properties=species:S:1:pos:R:3:nbo_charge:R:1
C -2.05 0.70 0.24 -0.417
C -1.00 0.04 -0.19 0.066
C -0.36 -1.26 0.05 -0.473
C 0.93 -0.77 -0.54 -0.230
C 1.74 -0.06 0.53 -0.199
C 1.22 1.13 0.24 -0.173
C 0.41 0.60 -0.92 -0.268
H -2.20 1.78 0.12 0.208
H -2.81 0.16 0.73 0.195
H -0.44 -1.49 1.21 0.217
H -0.64 -2.21 -0.45 0.235
H 1.38 -1.50 -1.25 0.215
H 2.08 -0.34 1.51 0.200
H 1.28 2.08 0.67 0.200
H 0.45 1.15 -1.96 0.226
```

The calculation puts the energy above the lowest of the compared OMol25 structures with the same formula, charge and spin at 99.1 kcal/mol. The multiplicity is 1. Its frontier orbital gap is 10.263 eV. The structure (SMILES) is C=C1C[C@@H]2C=C[C@H]12. The calculation puts the energy at -7384.4497 eV.